[1]
67
Properties=species:S:1:pos:R:3:lowdin_charge:R:1 method="wB97M-V/def2-TZVPD" e_tot_ha=-1646.30305 homo_ev=-9.5 smiles=C#CB(CCCCOC)[C@@H](Cl)CC.CO.CO.CO.CO.CO.CO
C 4.80 2.77 3.25 0.091
C 4.12 2.60 2.24 -0.001
B 3.15 1.84 1.19 -0.338
C 1.57 1.80 1.48 -0.133
C 0.72 2.63 0.43 -0.193
C -0.82 2.51 0.88 -0.156
C -1.36 1.03 0.52 -0.216
O -1.48 0.16 1.66 -0.216
C -0.86 -1.12 1.44 -0.117
C 3.86 1.12 -0.07 -0.597
Cl 4.65 2.27 -1.24 0.589
C 4.88 0.03 0.55 -0.240
C 6.39 0.54 0.58 -0.132
H 5.38 2.90 4.20 0.087
H 1.26 0.71 1.39 0.106
H 1.34 2.11 2.55 0.109
H 0.88 2.26 -0.63 0.117
H 1.04 3.72 0.49 0.118
H -1.43 3.26 0.27 0.107
H -0.90 2.76 1.98 0.112
H -0.69 0.66 -0.30 0.114
H -2.42 1.21 0.14 0.124
H 0.10 -1.16 2.06 0.085
H -0.61 -1.35 0.37 0.077
H -1.52 -1.97 1.80 0.098
H 3.05 0.57 -0.65 0.097
H 4.76 -0.98 0.05 0.109
H 4.59 -0.10 1.65 0.108
H 6.80 0.67 -0.46 0.060
H 6.42 1.49 1.20 0.056
H 6.97 -0.24 1.16 0.083
C -1.59 -2.93 -2.09 -0.170
O -1.71 -3.46 -0.77 -0.141
H -0.55 -2.69 -2.27 0.073
H -1.92 -3.68 -2.82 0.079
H -2.19 -2.03 -2.18 0.073
H -2.65 -3.67 -0.64 0.038
C -6.19 -4.46 -1.08 -0.139
O -4.79 -4.21 -0.92 -0.138
H -6.55 -3.87 -1.92 0.062
H -6.36 -5.52 -1.28 0.080
H -6.72 -4.15 -0.17 0.082
H -4.49 -4.74 -0.17 0.078
C 0.41 1.29 5.75 -0.167
O -0.30 0.09 5.48 -0.124
H 0.57 1.37 6.82 0.078
H 1.37 1.26 5.23 0.068
H -0.18 2.14 5.40 0.075
H -0.44 0.04 4.53 0.060
C 7.36 4.57 0.75 -0.158
O 7.27 4.08 2.08 -0.150
H 8.39 4.81 0.53 0.078
H 7.01 3.79 0.06 0.047
H 6.74 5.46 0.64 0.078
H 6.34 3.87 2.25 -0.003
C -8.76 -2.39 -3.93 -0.158
O -8.90 -2.92 -2.62 -0.136
H -7.71 -2.16 -4.10 0.077
H -9.09 -3.13 -4.66 0.076
H -9.36 -1.48 -4.03 0.076
H -9.83 -3.12 -2.49 0.077
C -1.90 -1.32 -5.46 -0.149
O -1.10 -1.06 -4.31 -0.143
H -2.56 -2.16 -5.25 0.078
H -2.50 -0.43 -5.70 0.077
H -1.25 -1.56 -6.31 0.077
H -0.53 -0.32 -4.52 0.081


[2]
41
Properties=species:S:1:pos:R:3:lowdin_charge:R:1 method="wB97M-V/def2-TZVPD" e_tot_ha=-2267.24183 homo_ev=-8.7 relative_energy_kcal_mol=0.0
C -2.77 2.84 -2.62 -0.017
O -1.87 1.96 -1.91 0.084
B -1.67 2.22 -0.62 -0.764
O -2.42 3.11 0.11 0.125
C -0.44 1.41 0.03 -0.579
I 0.16 2.28 1.92 1.104
C -0.83 -0.09 0.09 -0.162
C -1.24 -0.69 1.43 -0.218
C -2.52 -0.12 2.04 -0.174
C -2.44 0.16 3.55 -0.293
O -1.68 -0.79 4.26 -0.062
O 0.62 1.53 -0.98 -0.094
C 1.88 1.41 -0.53 -0.791
O 2.36 0.45 -0.09 0.107
P 2.94 2.94 -0.75 0.383
S 3.57 3.16 -2.58 0.090
H -2.81 2.55 -3.65 0.093
H -3.75 2.84 -2.16 0.089
H -2.39 3.84 -2.57 0.097
H -3.30 2.78 0.31 0.119
H 0.05 -0.63 -0.23 0.093
H -1.58 -0.31 -0.66 0.128
H -0.41 -0.68 2.11 0.075
H -1.42 -1.73 1.24 0.118
H -2.85 0.81 1.58 0.091
H -3.32 -0.83 1.91 0.108
H -2.13 1.18 3.75 0.071
H -3.45 0.08 3.93 0.109
H -0.76 -0.51 4.20 0.076
H 4.02 2.75 0.13 -0.013
H 2.22 4.07 -0.33 -0.028
C 3.33 -3.52 -0.06 -0.266
S 2.33 -2.89 -1.41 0.799
O 0.91 -3.05 -1.02 -0.549
C 2.72 -4.21 -2.57 -0.271
H 3.20 -2.86 0.79 0.049
H 3.00 -4.53 0.20 0.058
H 4.38 -3.53 -0.36 0.054
H 2.43 -5.17 -2.15 0.057
H 3.78 -4.19 -2.79 0.053
H 2.15 -4.02 -3.49 0.049


[3]
80
Properties=species:S:1:pos:R:3:lowdin_spin:R:1 method="wB97M-V/def2-TZVPD" spin_multiplicity=5 e_tot_ha=-2372.31768 charge=+2 homo_ev="-12.3 / -12.3" relative_energy_kcal_mol=0.0 s2=6.039
Os 0.28 -0.31 3.71 1.890
C -0.78 1.60 3.74 0.023
C -1.48 0.60 3.00 0.039
C -1.44 0.56 1.49 0.030
C -0.01 0.51 0.89 0.053
C 1.08 0.07 1.85 0.282
C 1.76 0.89 2.82 0.000
C 1.52 2.38 2.93 -0.001
C 0.03 2.73 3.15 0.001
C 1.48 -1.81 4.36 0.099
H -1.13 1.84 4.75 0.003
H -2.40 0.21 3.44 0.002
H -2.01 1.42 1.08 0.003
H -1.98 -0.34 1.14 0.000
H -0.04 -0.28 0.12 0.001
H 0.26 1.43 0.35 0.010
H 1.62 -0.80 1.49 0.026
H 2.75 0.52 3.13 0.010
H 1.89 2.93 2.04 -0.004
H 2.11 2.78 3.77 0.000
H -0.02 3.54 3.90 -0.001
H -0.41 3.14 2.22 0.001
H 1.84 -1.60 5.39 0.015
H 2.33 -2.04 3.69 0.030
H 0.80 -2.68 4.44 0.010
P 1.51 -0.99 -2.27 -0.001
P -1.85 -0.50 -2.31 0.001
N 2.86 0.11 -2.52 0.001
N 2.31 -2.28 -3.27 0.039
N -1.93 1.31 -2.66 0.000
N -3.41 -1.04 -3.03 0.000
C 0.54 -0.28 -3.70 0.004
C -0.86 -0.87 -3.83 0.000
C 3.91 0.24 -1.60 0.008
C 4.96 0.92 -2.21 0.004
C 4.57 1.20 -3.55 0.005
C 3.28 0.70 -3.72 0.012
C 2.48 -3.58 -2.79 0.327
C 2.91 -4.39 -3.83 0.140
C 3.00 -3.57 -5.00 0.099
C 2.68 -2.27 -4.62 0.336
C -1.59 2.31 -1.73 0.002
C -1.67 3.56 -2.34 0.000
C -2.04 3.33 -3.71 0.000
C -2.15 1.95 -3.88 0.000
C -4.28 -0.47 -3.97 0.000
C -5.36 -1.33 -4.18 0.000
C -5.11 -2.51 -3.39 0.000
C -3.91 -2.33 -2.73 0.000
H 1.03 -0.45 -4.66 0.002
H 0.48 0.80 -3.53 0.000
H -1.34 -0.41 -4.71 0.000
H -0.81 -1.95 -4.02 0.000
H 3.76 -0.13 -0.60 0.000
H 5.89 1.19 -1.74 0.000
H 5.15 1.70 -4.31 0.000
H 2.62 0.76 -4.57 0.000
H 2.26 -3.78 -1.75 0.012
H 3.14 -5.44 -3.77 0.003
H 3.24 -3.90 -6.01 0.000
H 2.69 -1.35 -5.19 0.009
H -1.29 2.07 -0.72 0.001
H -1.48 4.50 -1.86 0.000
H -2.20 4.08 -4.48 0.000
H -2.35 1.40 -4.79 0.000
H -4.06 0.48 -4.43 0.000
H -6.21 -1.15 -4.82 0.000
H -5.75 -3.39 -3.33 0.000
H -3.33 -2.99 -2.10 0.000
F -2.00 0.80 9.36 0.004
C -1.38 0.39 8.20 0.008
C -0.17 0.99 7.85 0.015
C 0.37 0.66 6.60 0.051
C -0.32 -0.21 5.76 0.288
C -1.48 -0.85 6.16 0.068
C -2.03 -0.55 7.41 0.018
H 0.32 1.70 8.51 0.001
H 1.30 1.11 6.26 0.008
H -1.94 -1.57 5.49 0.008
H -2.96 -1.01 7.73 0.003


[4]
58
Properties=species:S:1:pos:R:3:lowdin_charge:R:1 method="wB97M-V/def2-TZVPD" e_tot_ha=-1980.40515 homo_ev=-9.3 relative_energy_kcal_mol=0.7
Ir -0.44 -0.83 -0.18 1.493
C 1.45 -0.01 -0.49 -0.102
C 0.47 1.04 -0.56 -0.216
C -0.21 1.10 0.73 -0.191
C 0.42 0.06 1.55 -0.080
C 1.43 -0.63 0.81 -0.290
C 2.36 -1.71 1.32 -0.558
C 1.64 -2.58 2.35 -0.034
C 2.85 -2.59 0.17 -0.034
C 3.55 -1.00 1.96 -0.031
C -1.27 2.03 1.32 -0.524
C -2.61 1.94 0.58 -0.033
C -1.55 1.64 2.77 -0.060
C -0.74 3.48 1.35 -0.032
C 0.36 1.85 -1.85 -0.517
C 0.85 1.00 -3.04 -0.045
C -1.05 2.32 -2.22 -0.046
C 1.30 3.05 -1.68 -0.022
H 2.05 -0.35 -1.31 0.118
H 0.12 -0.20 2.54 0.118
H 0.74 -3.02 1.93 0.088
H 1.36 -2.01 3.24 0.083
H 2.30 -3.38 2.67 0.092
H 2.02 -3.13 -0.30 0.075
H 3.57 -3.31 0.55 0.092
H 3.35 -2.01 -0.60 0.085
H 3.23 -0.35 2.78 0.088
H 4.08 -0.38 1.23 0.090
H 4.25 -1.73 2.37 0.089
H -3.03 0.94 0.70 0.079
H -2.54 2.14 -0.48 0.046
H -3.31 2.66 1.01 0.095
H -1.93 0.62 2.85 0.093
H -2.31 2.30 3.18 0.091
H -0.65 1.73 3.40 0.091
H -0.61 3.91 0.37 0.059
H 0.22 3.52 1.87 0.097
H -1.44 4.11 1.90 0.090
H 0.31 0.05 -3.10 0.089
H 1.92 0.81 -3.01 0.082
H 0.65 1.55 -3.97 0.092
H -1.72 1.47 -2.35 0.071
H -0.98 2.86 -3.17 0.093
H -1.47 3.01 -1.50 0.061
H 2.32 2.73 -1.47 0.092
H 0.98 3.71 -0.87 0.068
H 1.31 3.64 -2.60 0.094
O -4.36 -1.54 -1.20 -0.067
P -2.80 -1.72 -1.06 0.192
O -2.38 -1.66 0.40 -0.353
O -1.96 -0.69 -1.80 -0.336
O -2.56 -3.18 -1.65 -0.237
P -1.09 -3.87 -1.45 0.200
O -1.23 -4.61 -0.04 -0.112
O -0.78 -4.77 -2.56 -0.250
O -0.18 -2.67 -1.19 -0.407
H -4.72 -1.84 -2.05 0.100
H -1.56 -5.50 -0.15 0.085


[5]
28
Properties=species:S:1:pos:R:3:lowdin_charge:R:1 method="wB97M-V/def2-TZVPD" e_tot_ha=-955.91414 homo_ev="-7.5 / -7.5" smiles="C=C/C(C)=c1/ccsc1=C=C=N.C=C=C" relative_energy_kcal_mol=126.5
C -0.26 -1.87 0.80 -0.196
C 1.50 2.34 -1.02 -0.135
C 1.95 1.60 -2.04 -0.392
C 0.70 1.62 -0.06 -0.220
C 0.64 0.21 -0.42 -0.431
C -0.85 1.55 3.23 0.044
C -0.08 -3.13 -3.15 -0.034
C -0.74 1.37 1.91 -0.142
C 0.12 -0.79 0.28 -0.068
C 0.09 2.17 1.04 -0.203
C -0.76 -3.85 -2.32 -0.192
C 0.26 3.62 1.38 -0.041
C -1.46 -4.55 -1.49 -0.009
N -0.60 -2.95 1.26 0.129
S 1.47 -0.07 -1.96 1.012
H 1.72 3.39 -0.92 0.104
H 2.56 1.92 -2.86 0.066
H -1.50 0.94 3.83 0.056
H -0.26 2.28 3.75 0.061
H 0.83 -3.48 -3.61 0.055
H -0.39 -2.13 -3.41 0.038
H -1.30 0.58 1.43 0.097
H 0.27 4.24 0.48 0.076
H 1.19 3.77 1.91 0.099
H -0.56 3.95 2.01 0.080
H -1.27 -4.50 -0.43 0.023
H -2.26 -5.20 -1.82 0.055
H -1.02 -3.03 2.18 0.069


[6]
60
Properties=species:S:1:pos:R:3:lowdin_charge:R:1 method="wB97M-V/def2-TZVPD" e_tot_ha=-7537.88131 charge=+2 homo_ev=-12.5
C 3.05 1.56 -0.22 -0.094
C 2.85 2.85 0.50 -0.728
Br 4.41 3.81 0.81 0.959
C 1.67 3.35 0.90 -0.777
Br 1.39 4.96 1.79 0.880
N 0.45 2.61 0.64 -0.074
C -0.29 2.93 -0.43 0.026
C -1.44 2.25 -0.71 0.067
C -1.84 1.20 0.12 -0.121
C -3.07 0.42 -0.18 -0.132
C -4.27 0.64 0.50 0.051
C -5.37 -0.10 0.18 -0.104
N -5.32 -1.04 -0.79 -0.207
P -6.89 -1.94 -1.26 0.583
O -6.23 -3.23 -1.93 -0.376
I -7.54 -2.75 0.93 0.550
C -4.18 -1.28 -1.46 -0.041
C -3.04 -0.56 -1.17 0.059
C -1.06 0.90 1.24 0.063
C 0.08 1.62 1.48 0.024
H 3.88 1.01 0.22 0.092
H 3.30 1.74 -1.26 0.101
H 2.17 0.91 -0.19 0.075
H 0.05 3.75 -1.05 0.166
H -2.02 2.53 -1.58 0.147
H -4.34 1.40 1.27 0.145
H -6.32 0.03 0.68 0.099
H -5.45 -3.61 -1.50 0.074
H -4.15 -2.04 -2.23 0.087
H -2.14 -0.77 -1.73 0.141
H -1.34 0.12 1.93 0.146
H 0.70 1.42 2.34 0.169
C 6.54 4.45 6.00 0.074
C 7.36 3.74 6.80 -0.229
C 7.97 2.43 6.36 -0.304
O 8.71 1.87 7.14 0.128
C 7.64 1.92 5.04 0.080
C 6.82 2.63 4.25 -0.235
C 6.23 3.95 4.69 -0.314
O 5.51 4.51 3.87 0.047
O 6.45 2.26 3.03 0.068
O 7.70 4.12 8.01 0.137
H 6.10 5.39 6.30 0.138
H 8.07 0.97 4.74 0.138
H 5.88 2.98 2.71 0.008
H 8.30 3.44 8.36 0.130
C -2.07 -5.59 -5.68 0.093
C -2.10 -4.53 -4.87 -0.230
C -3.39 -3.84 -4.50 -0.294
O -3.31 -2.87 -3.73 0.011
C -4.62 -4.31 -5.05 0.066
C -4.61 -5.38 -5.87 -0.215
C -3.32 -6.10 -6.23 -0.294
O -3.41 -7.06 -6.96 0.150
O -5.68 -5.89 -6.42 0.161
O -1.02 -3.99 -4.32 0.115
H -1.15 -6.09 -5.95 0.146
H -5.54 -3.80 -4.79 0.129
H -5.40 -6.65 -6.97 0.141
H -1.32 -3.24 -3.79 0.104


[7]
5
Properties=species:S:1:pos:R:3:lowdin_charge:R:1 method="wB97M-V/def2-TZVPD" e_tot_ha=-288.85172 homo_ev="-11.8 / -12.5" relative_energy_kcal_mol=148.3
C -0.54 0.19 -0.01 -0.478
O -1.72 0.35 0.11 0.209
O 0.50 0.80 -0.14 0.128
F 2.03 -0.39 0.08 -0.099
H -0.28 -0.95 -0.02 0.240


[8]
15
Properties=species:S:1:pos:R:3:lowdin_charge:R:1 method="wB97M-V/def2-TZVPD" e_tot_ha=-2984.78343 charge=+1 homo_ev=-14.4 smiles=[NH3+]C[C@]1(Br)CC1(F)F relative_energy_kcal_mol=10.0
C 0.50 0.46 1.48 0.003
C 0.37 -0.40 0.20 -0.725
C 1.72 -0.02 0.68 -0.531
C -0.21 0.11 -1.07 -0.123
N -1.69 -0.01 -1.04 0.200
F 2.62 -0.94 1.11 0.119
F 2.27 0.85 -0.16 0.137
Br -0.22 -2.15 0.75 0.880
H 0.46 1.48 1.41 0.091
H 0.49 0.02 2.53 0.150
H 0.17 -0.50 -1.84 0.134
H -0.03 1.29 -1.04 0.209
H -2.27 0.54 -1.63 0.174
H -2.17 0.17 -0.18 0.168
H -2.02 -0.90 -1.21 0.114


[9]
45
Properties=species:S:1:pos:R:3:lowdin_charge:R:1 method="wB97M-V/def2-TZVPD" e_tot_ha=-775.12256 homo_ev=-10.1 smiles=CCO.CCO.CCO.CCO.CCO relative_energy_kcal_mol=23.8
C -13.55 -21.28 4.38 -0.099
C -13.52 -19.78 4.51 -0.344
O -12.19 -19.33 4.70 -0.071
H -14.59 -21.60 4.29 0.075
H -13.12 -21.81 5.24 0.075
H -13.00 -21.71 3.54 0.075
H -14.20 -19.40 5.27 0.109
H -13.94 -19.36 3.58 0.100
H -12.15 -18.39 4.53 0.079
C -15.31 -16.55 2.62 -0.088
C -16.13 -15.28 2.65 -0.311
O -15.97 -14.63 1.37 -0.111
H -14.24 -16.47 2.40 0.065
H -15.80 -17.19 1.89 0.079
H -15.35 -17.01 3.61 0.067
H -15.74 -14.57 3.39 0.110
H -17.19 -15.43 2.87 0.103
H -16.54 -13.84 1.40 0.023
C -19.64 -13.38 1.88 -0.072
C -18.78 -12.19 2.25 -0.277
O -17.50 -12.27 1.61 -0.097
H -20.16 -13.16 0.95 0.071
H -20.39 -13.68 2.61 0.077
H -19.04 -14.28 1.71 0.067
H -18.70 -12.17 3.34 0.109
H -19.20 -11.22 1.97 0.113
H -17.35 -11.40 1.22 0.091
C -11.87 -13.87 1.54 -0.104
C -10.41 -14.27 1.58 -0.325
O -10.28 -15.67 1.70 -0.079
H -12.40 -14.16 2.46 0.069
H -12.52 -14.36 0.80 0.072
H -12.15 -12.82 1.42 0.072
H -9.90 -13.85 2.45 0.111
H -9.85 -13.83 0.74 0.106
H -10.85 -16.08 1.04 0.079
C -19.73 -12.63 -2.63 -0.089
C -18.47 -12.84 -1.82 -0.339
O -18.49 -14.15 -1.31 -0.072
H -19.61 -11.91 -3.44 0.072
H -20.59 -12.34 -2.03 0.068
H -20.00 -13.54 -3.18 0.077
H -18.43 -12.05 -1.06 0.093
H -17.54 -12.67 -2.38 0.111
H -17.83 -14.27 -0.62 0.065


[10]
25
Properties=species:S:1:pos:R:3:lowdin_charge:R:1 method="wB97M-V/def2-TZVPD" e_tot_ha=-734.32371 homo_ev=-9.2 smiles="C[C@]1(c2ccccn2)CC=C(F)N=C1F" relative_energy_kcal_mol=0.0
C 2.57 1.24 1.36 -0.035
C 3.51 1.25 0.30 -0.085
C 1.31 0.57 1.18 0.002
C 3.10 0.72 -0.88 -0.141
C 1.00 0.04 -0.12 -0.225
C -2.65 -1.16 0.66 -0.016
C -3.28 -0.12 0.13 -0.359
C -1.39 1.06 -0.49 -0.157
C -1.10 -1.04 0.90 -0.121
C -0.46 -0.45 -0.37 -0.324
C -0.72 -1.35 -1.50 -0.049
N 1.89 0.13 -1.10 0.119
N -2.63 1.11 -0.16 0.190
F -4.61 0.06 -0.01 0.070
F -0.85 2.24 -0.92 0.073
H 2.85 1.69 2.30 0.098
H 4.44 1.82 0.30 0.106
H 0.68 0.48 2.04 0.087
H 3.82 0.77 -1.72 0.115
H -3.28 -2.02 0.93 0.120
H -1.06 -0.17 1.63 0.119
H -0.63 -2.10 1.02 0.167
H -0.79 -2.38 -1.28 0.086
H -0.03 -1.28 -2.28 0.063
H -1.70 -1.12 -1.92 0.097


[11]
67
Properties=species:S:1:pos:R:3:lowdin_charge:R:1 method="wB97M-V/def2-TZVPD" e_tot_ha=-2609.54785 charge=+1 homo_ev=-11.5
O -1.01 -0.12 -1.58 -0.301
V -1.28 -0.14 0.00 0.925
O -0.13 0.76 0.64 -0.327
C 0.62 -3.02 -0.01 -0.623
O 0.07 -1.95 0.21 -0.020
N 0.48 -3.68 -1.19 0.183
N 1.38 -3.63 0.93 0.200
H 0.87 -4.60 -1.32 0.117
H -0.10 -3.30 -1.91 0.111
H 1.50 -3.12 1.78 0.112
H 1.97 -4.42 0.73 0.114
C -2.18 -1.13 3.22 -0.623
O -1.84 -0.69 2.12 -0.033
N -1.41 -1.97 3.93 0.198
N -3.35 -0.75 3.81 0.182
H -1.67 -2.39 4.81 0.113
H -0.55 -2.31 3.53 0.111
H -3.62 -1.14 4.69 0.109
H -4.01 -0.21 3.28 0.108
C -3.24 -2.95 0.11 -0.617
O -2.82 -1.87 -0.31 -0.030
N -4.23 -3.01 1.04 0.191
N -2.78 -4.14 -0.36 0.192
H -4.54 -3.88 1.43 0.110
H -4.49 -2.13 1.44 0.100
H -2.17 -4.14 -1.16 0.097
H -3.00 -5.01 0.09 0.111
C -3.25 2.38 0.19 -0.577
O -2.83 1.22 0.07 -0.050
N -4.54 2.57 0.59 0.182
N -2.53 3.48 -0.02 0.221
H -5.11 1.76 0.73 0.111
H -4.91 3.50 0.63 0.111
H -2.95 4.39 0.10 0.120
H -1.54 3.46 -0.27 0.082
C 2.64 0.20 3.14 -0.687
O 3.49 -0.47 3.71 0.020
N 2.56 0.35 1.79 0.169
N 1.66 0.87 3.83 0.146
H 3.25 -0.07 1.20 0.107
H 1.74 0.80 1.42 0.035
H 1.00 1.46 3.36 0.081
H 1.74 0.95 4.83 0.098
C 1.28 3.72 -2.41 -0.046
C 1.50 3.30 -0.97 -0.469
C 2.66 4.07 -0.34 -0.041
O 0.28 3.61 -0.28 -0.099
H 0.52 3.08 -2.85 0.083
H 2.19 3.57 -3.00 0.077
H 0.92 4.75 -2.49 0.088
H 1.68 2.22 -0.90 0.121
H 3.52 4.00 -0.99 0.082
H 2.90 3.70 0.66 0.075
H 2.37 5.12 -0.25 0.087
H 0.40 3.41 0.66 0.086
C 3.46 0.53 -3.35 -0.050
C 2.28 -0.41 -3.19 -0.499
C 2.10 -1.35 -4.37 -0.048
O 2.48 -1.16 -1.98 -0.053
H 3.24 1.32 -4.07 0.079
H 4.34 -0.04 -3.66 0.084
H 3.67 1.02 -2.40 0.072
H 1.38 0.21 -3.11 0.120
H 1.93 -0.82 -5.31 0.086
H 1.26 -2.02 -4.14 0.069
H 2.99 -1.97 -4.50 0.086
H 1.74 -1.77 -2.00 0.032